# 1
Density functional theory data (the ωB97M-V functional and the def2-TZVPD basis) for a structure of composition C3H5F2P in a non-equilibrium geometry.

Computed properties:
- Energy relative to the best compared isomer or geometry (same formula, charge and spin): 361.1 kJ/mol
- LUMO: 0.0379 hartree
- E_HOMO: -0.3709 hartree
- Charge: 0
- HOMO-LUMO gap: 11.125 eV

Cartesian coordinates (Å):
C (-2.0357, -0.0286, 0.5077)
C (-1.2428, -0.1319, -0.5073)
C (0.6083, 0.4649, -0.1624)
F (0.6197, 1.5632, 0.6639)
F (0.9616, 0.8544, -1.3814)
P (1.7181, -0.9943, 0.2191)
H (-3.0298, -0.4299, 0.4162)
H (-1.5386, 0.2518, 1.4714)
H (-1.4078, -0.4434, -1.4702)
H (2.6918, -0.4790, 1.0443)
H (2.6551, -0.6272, -0.8012)

---

# 2
Density functional theory data (the ωB97M-V functional and the def2-TZVPD basis) for a structure of composition C7H8AlCeCl2N2O3S in a non-equilibrium geometry.

Computed properties:
- Energy relative to the best compared isomer or geometry (same formula, charge and spin): 39.2 kJ/mol
- LUMO (spin up / spin down): -0.5616 / -0.5589 hartree
- Expectation value of S²: 0.751
- E_HOMO (spin up / spin down): -0.7734 / -0.7734 hartree
- Charge: +4
- HOMO-LUMO gap (spin up / spin down): 5.762 / 5.837 eV
- Spin multiplicity: 2

Cartesian coordinates (Å):
Ce (6.1321, 1.6384, -2.5023)
Al (1.0786, 0.5041, -0.3160)
Cl (5.2975, -0.6095, -3.2996)
Cl (1.7935, 2.4576, -0.8645)
C (0.4748, 0.2308, 1.6742)
C (8.2042, 1.2996, -3.5190)
C (7.9800, 3.1452, -1.8339)
O (-0.0371, 0.0863, 2.7145)
O (9.3432, 1.3901, -3.7738)
O (9.0857, 3.5340, -1.8230)
S (-0.5693, -0.8927, -0.9902)
C (-2.0396, -0.9083, 0.0202)
N (-2.3213, -1.9688, 0.7736)
C (-3.3449, -1.9966, 1.8259)
C (-4.4432, -1.0090, 1.4832)
C (-4.0227, 0.2963, 0.8694)
N (-2.8396, 0.1580, 0.0422)
H (-1.7432, -2.7796, 0.5633)
H (-2.8719, -1.8461, 2.8118)
H (-3.7687, -3.0037, 1.7955)
H (-5.1047, -0.8149, 2.3238)
H (-5.0602, -1.5229, 0.7414)
H (-3.8880, 1.0524, 1.6462)
H (-4.8026, 0.6458, 0.2024)
H (-2.5326, 0.9134, -0.5652)

---

# 3
Density functional theory data (the ωB97M-V functional and the def2-TZVPD basis) for a cluster of 2 separate species, C5H8O in total in a non-equilibrium geometry.

Computed properties:
- Energy relative to the best compared isomer or geometry (same formula, charge and spin): 175.8 kJ/mol
- LUMO: 0.0366 hartree
- SMILES string: C=C=O.C=CC
- E_HOMO: -0.3399 hartree
- Charge: 0
- HOMO-LUMO gap: 10.246 eV

Cartesian coordinates (Å):
C (-0.6883, 0.0307, 2.2497)
C (0.2176, 0.8460, 1.7605)
O (1.0215, 1.5827, 1.3409)
H (-0.9178, -0.8795, 1.7130)
H (-1.1801, 0.2739, 3.1818)
C (0.9597, -1.2102, -0.5811)
C (-0.1280, -0.6658, -1.1242)
C (-0.2505, 0.7678, -1.5576)
H (0.9902, -2.2560, -0.2829)
H (1.8630, -0.6248, -0.4156)
H (-1.0122, -1.2907, -1.2680)
H (-1.1006, 1.2522, -1.0607)
H (0.6509, 1.3404, -1.3175)
H (-0.4254, 0.8334, -2.6384)

---

# 4
Density functional theory data (the ωB97M-V functional and the def2-TZVPD basis) for the molecule C5H8N2S in a non-equilibrium geometry.

Computed properties:
- Energy relative to the best compared isomer or geometry (same formula, charge and spin): 247.3 kJ/mol
- LUMO: 0.0293 hartree
- SMILES string: [H]/N=C1\C[C@@H]2C[C@H]2SN1
- E_HOMO: -0.2953 hartree
- Charge: 0
- HOMO-LUMO gap: 8.832 eV

Cartesian coordinates (Å):
H (1.3837, -0.3767, -2.9807)
N (1.1098, -1.0797, -2.2979)
C (0.7207, -0.4787, -1.2356)
C (0.6392, 1.0480, -1.0618)
C (-0.5113, 1.2510, -0.1050)
C (-0.8497, 1.9956, 1.1415)
C (-0.1959, 0.6456, 1.2369)
S (-0.6797, -1.0506, 1.2092)
N (0.4348, -1.3016, -0.1248)
H (1.5851, 1.4129, -0.6690)
H (0.4626, 1.4913, -2.0380)
H (-1.4273, 0.8269, -0.5299)
H (-0.2329, 2.8437, 1.5388)
H (-1.8992, 2.1173, 1.3227)
H (0.8591, 0.7026, 1.5023)
H (0.5147, -2.3080, -0.3902)

---

# 5
Density functional theory data (the ωB97M-V functional and the def2-TZVPD basis) for a cluster of 3 separate species, C35H79BF7N7O5P3 in total in a non-equilibrium geometry.

Computed properties:
- LUMO: 0.0612 hartree
- E_HOMO: -0.1349 hartree
- Charge: -1
- HOMO-LUMO gap: 5.336 eV

Cartesian coordinates (Å):
C (0.8097, 0.0095, 6.2909)
C (-0.6347, -0.4666, 6.5947)
C (-1.2066, -1.2302, 5.3776)
C (-2.3041, -0.4725, 4.6041)
C (-1.8999, 0.9237, 4.0964)
C (-1.8429, 1.0346, 2.5502)
C (-0.5603, 0.2855, 2.1490)
C (0.7338, 1.0834, 2.4889)
C (-0.5423, -0.1430, 0.6557)
C (-0.4054, -1.6608, 0.4839)
C (-1.5995, -2.4612, 1.0592)
O (-2.9500, 0.3699, 2.0056)
B (-4.0915, 1.2219, 1.7349)
P (-5.3992, 1.5352, 3.2484)
N (-6.1864, 2.9255, 3.0793)
C (-5.0559, 0.7615, 0.4770)
F (-5.7426, -0.3711, 0.8927)
F (-6.0160, 1.6682, 0.1610)
C (-4.3679, 0.3062, -0.8255)
F (-3.4854, -0.6880, -0.6079)
F (-5.3386, -0.2543, -1.6208)
C (-3.7069, 1.4406, -1.6962)
F (-3.8449, 2.6677, -1.2146)
F (-4.2694, 1.4464, -2.9311)
F (-2.4101, 1.1219, -1.8916)
O (-3.4597, 2.5480, 1.6676)
C (-2.0772, 2.5116, 2.0370)
C (-1.9418, 3.6659, 3.0574)
O (-3.0446, 3.8096, 3.9371)
C (-2.7932, 4.9327, 4.7577)
C (-3.4471, 4.8508, 6.1430)
C (-4.6588, 3.9220, 6.2413)
C (-1.4020, 3.0272, 0.7367)
C (-0.0163, 3.7338, 0.8572)
C (0.9782, 3.1840, -0.2087)
C (-0.1200, 5.2702, 0.5927)
H (0.8241, 0.9794, 5.7947)
H (1.3024, -0.6869, 5.6121)
H (1.4248, 0.0845, 7.1894)
H (-0.6236, -1.0577, 7.5051)
H (-1.2249, 0.4454, 6.6866)
H (-1.6930, -2.1318, 5.7671)
H (-0.4404, -1.5882, 4.6882)
H (-2.6630, -1.1368, 3.8203)
H (-3.1350, -0.3547, 5.3044)
H (-0.9434, 1.1952, 4.5478)
H (-2.6084, 1.6347, 4.5175)
H (-0.4453, -0.6518, 2.6901)
H (1.3225, 1.3177, 1.6095)
H (0.4735, 1.9598, 3.0793)
H (1.3759, 0.4780, 3.1325)
H (-1.4234, 0.1921, 0.1212)
H (0.3247, 0.2765, 0.1394)
H (0.5314, -2.0347, 0.9027)
H (-0.3813, -1.8280, -0.5990)
H (-1.2241, -3.2115, 1.7579)
H (-2.3206, -1.8377, 1.5833)
H (-2.1240, -2.9610, 0.2461)
H (-4.7288, 1.5571, 4.4965)
H (-6.3741, 0.4967, 3.3399)
H (-5.9826, 3.5196, 3.8719)
H (-1.8411, 4.6266, 2.5424)
H (-1.0104, 3.5137, 3.6272)
H (-1.7222, 5.0984, 4.9161)
H (-3.1704, 5.8303, 4.2499)
H (-2.7367, 4.5960, 6.9315)
H (-3.7903, 5.8608, 6.3850)
H (-5.5222, 4.3518, 5.7383)
H (-4.9430, 3.7720, 7.2843)
H (-4.3989, 2.9515, 5.8272)
H (-2.0899, 3.7771, 0.3569)
H (-1.3201, 2.2722, -0.0394)
H (0.4563, 3.6417, 1.8284)
H (1.9826, 3.1981, 0.2180)
H (0.7006, 2.1990, -0.5743)
H (1.0223, 3.8393, -1.0803)
H (-0.0302, 5.7889, 1.5512)
H (0.6846, 5.6303, -0.0448)
H (-1.0849, 5.5481, 0.1713)
O (2.9439, 1.7801, -5.0770)
P (1.7671, 1.1194, -5.7501)
N (1.1752, 0.1808, -4.4425)
C (0.4987, -1.0905, -4.5349)
C (0.7089, 0.9324, -3.2801)
N (2.6676, 0.1747, -6.9072)
C (3.1393, -1.1523, -6.5519)
C (3.7420, 0.9317, -7.5405)
N (0.3586, 0.9985, -6.7188)
C (-0.7861, 1.8201, -6.3278)
C (0.1126, 0.1213, -7.8457)
H (-0.5574, -1.0016, -4.8364)
H (0.5076, -1.5780, -3.5573)
H (0.9893, -1.7828, -5.2150)
H (-0.3298, 1.2636, -3.4034)
H (1.3262, 1.8147, -3.1098)
H (0.7707, 0.3264, -2.3726)
H (3.6062, -1.1884, -5.5585)
H (3.8687, -1.5024, -7.2847)
H (2.3282, -1.8829, -6.5951)
H (4.6294, 1.0075, -6.9016)
H (3.4149, 1.9454, -7.7776)
H (4.0297, 0.4532, -8.4810)
H (-1.5613, 1.2200, -5.8380)
H (-1.2307, 2.3214, -7.1905)
H (-0.4814, 2.6030, -5.6314)
H (-0.0140, -0.9173, -7.5259)
H (0.9028, 0.1672, -8.5896)
H (-0.8059, 0.4183, -8.3586)
O (3.8833, -2.7788, 0.4291)
P (3.7172, -3.7367, -0.7271)
N (3.5435, -5.1567, 0.2509)
C (3.9705, -6.4910, -0.0881)
C (2.3661, -5.1899, 1.1109)
N (5.3080, -3.5632, -1.4075)
C (6.4118, -4.3475, -0.8833)
C (5.7105, -2.1652, -1.5482)
N (3.1557, -4.5264, -2.1457)
C (1.7162, -4.7484, -2.2528)
C (3.9349, -5.0790, -3.2345)
H (3.2938, -7.0009, -0.7949)
H (4.0024, -7.1036, 0.8158)
H (4.9761, -6.5216, -0.4999)
H (1.4772, -5.5545, 0.5762)
H (2.1423, -4.1956, 1.4972)
H (2.5352, -5.8353, 1.9767)
H (6.4463, -4.3570, 0.2140)
H (7.3609, -3.9544, -1.2513)
H (6.3745, -5.3757, -1.2513)
H (6.0591, -1.7375, -0.6016)
H (4.8786, -1.5549, -1.9034)
H (6.5134, -2.0820, -2.2853)
H (1.4577, -5.7959, -2.0567)
H (1.3436, -4.4802, -3.2443)
H (1.1732, -4.1301, -1.5354)
H (4.4595, -5.9898, -2.9309)
H (4.6578, -4.3706, -3.6297)
H (3.2801, -5.3427, -4.0694)